(w)
C56H154N14O14 | ωB97M-V/def2-TZVPD

```
238
Properties=species:S:1:pos:R:3
C -1.9752 -1.0104 -2.6841
C -0.8200 -1.5636 -3.6369
C -0.7499 -0.8348 -5.0114
O 0.4620 -1.2898 -5.7252
C 0.4920 -0.8850 -7.0688
N 0.3956 -1.0803 -3.0110
H -1.8917 -1.2651 -1.6276
H -2.9015 -1.3481 -3.1488
H -2.0157 0.0775 -2.6299
H -0.9712 -2.6362 -3.7591
H -0.7562 0.2549 -4.9847
H -1.6342 -1.0969 -5.5923
H 0.2373 0.1627 -7.2285
H -0.3103 -1.3352 -7.6534
H 1.5168 -1.0837 -7.3826
H 1.0249 -0.9680 -3.7930
H 0.8240 -1.7816 -2.4239
C -3.5431 3.1648 1.8631
C -2.8658 2.2159 0.8383
C -1.3852 2.3861 0.7694
O -0.6768 1.6511 -0.2486
C -0.3226 2.3724 -1.4673
N -3.2629 0.8162 1.0798
H -3.2750 4.2203 1.8173
H -3.4009 2.6982 2.8378
H -4.5931 3.1807 1.5711
H -3.2759 2.5235 -0.1237
H -1.0325 2.0382 1.7403
H -1.0652 3.4248 0.6876
H -1.1053 2.2665 -2.2186
H 0.5153 1.8492 -1.9280
H -0.0054 3.4145 -1.4276
H -2.5721 0.2701 0.5852
H -3.2201 0.3550 1.9773
C 4.5513 3.3640 -8.9979
C 5.7832 2.7184 -8.5808
C 7.1726 2.8685 -9.3440
O 7.0663 1.9981 -10.5100
C 8.2827 1.7693 -11.1114
N 6.1042 3.2642 -7.2554
H 3.6036 3.0165 -8.5864
H 4.2962 3.3438 -10.0575
H 4.5882 4.4051 -8.6770
H 5.6087 1.6522 -8.4361
H 8.0255 2.4910 -8.7798
H 7.3194 3.9121 -9.6222
H 8.0272 1.6945 -12.1684
H 8.7397 0.8654 -10.7087
H 8.9598 2.6081 -10.9499
H 6.4108 4.2255 -7.3002
H 5.2090 3.4214 -6.8149
C -2.6302 -4.6834 -5.0969
C -1.5571 -5.3831 -5.9920
C -1.6605 -4.8598 -7.4810
O -0.8333 -5.6438 -8.3011
C -0.3888 -5.2064 -9.5469
N -0.2360 -5.0422 -5.4012
H -2.5047 -4.9783 -4.0551
H -3.6473 -4.9872 -5.3444
H -2.6755 -3.5965 -5.1661
H -1.5007 -6.4716 -5.9880
H -1.4048 -3.8002 -7.4941
H -2.6029 -4.7800 -8.0228
H 0.3765 -4.4932 -9.2409
H -1.1312 -4.7719 -10.2163
H -0.0686 -6.1319 -10.0255
H -0.0657 -4.0510 -5.4941
H 0.4198 -5.4928 -6.0233
C 3.2293 4.1905 -4.3304
C 3.0631 5.7182 -4.0730
C 2.7820 5.9655 -2.4452
O 2.9462 7.3280 -2.1196
C 2.9251 7.4708 -0.7008
N 4.2147 6.4437 -4.5425
H 4.2649 3.8727 -4.2089
H 2.8416 3.9764 -5.3264
H 2.4520 3.7428 -3.7112
H 2.2745 6.1928 -4.6570
H 3.4050 5.3643 -1.7829
H 1.7609 5.6815 -2.1906
H 3.8908 7.1804 -0.2872
H 2.1952 6.7710 -0.2937
H 2.8445 8.5047 -0.3652
H 4.1475 7.2280 -3.9097
H 5.0496 5.9184 -4.3255
C 6.2621 -2.9659 -9.6011
C 6.8553 -2.9518 -11.0154
C 6.1841 -3.7985 -12.1169
O 7.0520 -3.7592 -13.2670
C 6.6466 -4.6273 -14.2665
N 6.7711 -1.5979 -11.5377
H 5.2095 -2.6962 -9.6880
H 6.8166 -2.3201 -8.9203
H 6.2277 -4.0264 -9.3516
H 7.9160 -3.1952 -10.9541
H 5.1936 -3.4020 -12.3401
H 6.2110 -4.8360 -11.7836
H 5.5737 -4.6011 -14.4571
H 6.8450 -5.6540 -13.9588
H 7.1522 -4.2983 -15.1744
H 7.0176 -1.6937 -12.5125
H 5.7940 -1.3667 -11.6461
C 0.4639 -3.9312 -0.8303
C 1.6305 -4.6133 -1.5110
C 1.5346 -6.0555 -1.8348
O 2.7921 -6.8030 -2.1718
C 2.6644 -8.2027 -2.0736
N 1.8741 -3.7595 -2.6377
H 0.3647 -4.1518 0.2325
H -0.4328 -4.0350 -1.4412
H 0.6553 -2.8598 -0.8905
H 2.5270 -4.4779 -0.9060
H 0.8070 -6.2045 -2.6325
H 1.0306 -6.5689 -1.0159
H 3.6079 -8.6782 -2.3414
H 1.9364 -8.6783 -2.7308
H 2.1902 -8.4418 -1.1217
H 2.6750 -4.1497 -3.1134
H 1.2079 -4.1368 -3.2965
C 4.4706 -1.4565 -6.9081
C 4.0812 -1.5451 -5.3736
C 3.8994 -0.1873 -4.6918
O 3.9130 -0.2302 -3.2853
C 3.9822 1.0334 -2.7652
N 3.0088 -2.5289 -5.3013
H 4.8771 -2.4028 -7.2652
H 5.2393 -0.6970 -7.0510
H 3.7189 -1.0733 -7.5981
H 4.9614 -2.0202 -4.9404
H 3.1178 0.4252 -5.1414
H 4.8306 0.2646 -5.0334
H 3.0331 1.5408 -2.9379
H 4.7698 1.5677 -3.2965
H 4.1294 1.0031 -1.6856
H 2.1619 -2.2224 -5.7583
H 2.6136 -2.5480 -4.3720
C 2.2016 -0.0716 1.3508
C 1.1866 -1.0329 1.8107
C 0.6296 -0.9177 3.2870
O 1.6794 -1.0167 4.2845
C 1.3224 -0.9223 5.6115
N 0.0593 -0.9123 0.9007
H 2.9994 0.1730 2.0521
H 1.7375 0.8952 1.1556
H 2.7730 -0.2617 0.4422
H 1.6388 -2.0245 1.8283
H -0.1144 -1.7139 3.3100
H 0.1068 0.0197 3.4771
H 2.2163 -1.0892 6.2126
H 0.5369 -1.6016 5.9426
H 1.0402 0.1113 5.8120
H 0.3207 -1.5061 0.1266
H 0.0955 0.0195 0.5129
C 6.1558 -4.5887 -5.2158
C 7.6780 -4.6176 -4.8577
C 8.4597 -5.1524 -6.1118
O 8.5379 -4.0390 -6.9583
C 9.3587 -4.1749 -8.2104
N 8.0466 -3.2573 -4.5467
H 5.7092 -4.1874 -4.3060
H 5.7639 -5.6054 -5.2429
H 5.8835 -4.1298 -6.1662
H 7.9789 -5.2547 -4.0260
H 7.9747 -6.0143 -6.5701
H 9.4472 -5.4604 -5.7683
H 9.5589 -3.2156 -8.6876
H 8.9226 -4.8451 -8.9511
H 10.3695 -4.4912 -7.9529
H 8.3464 -2.7930 -5.3921
H 7.3221 -2.7188 -4.0938
C 6.4670 1.8529 2.8004
C 6.4017 3.3263 2.5352
C 5.3545 3.6755 1.4359
O 4.0423 3.2467 1.8193
C 3.0460 3.5018 0.8267
N 6.1146 4.0405 3.7249
H 5.4678 1.4356 2.6755
H 6.8109 1.5134 3.7774
H 6.9683 1.3609 1.9669
H 7.4725 3.4905 2.4147
H 5.5927 3.1613 0.5048
H 5.3601 4.7506 1.2564
H 3.1699 2.9192 -0.0862
H 3.0562 4.5131 0.4200
H 2.0388 3.4261 1.2364
H 5.1493 3.8790 3.9744
H 6.2152 5.0319 3.5606
C 8.7106 4.2449 -2.8253
C 9.4226 2.9833 -3.4343
C 8.4663 1.8161 -3.8748
O 7.7210 1.4084 -2.7109
C 7.2151 0.1026 -2.7374
N 10.1656 3.4750 -4.6035
H 8.0558 4.0094 -1.9863
H 8.0568 4.7950 -3.5020
H 9.5043 4.9319 -2.5318
H 10.2159 2.5503 -2.8249
H 9.0779 1.0225 -4.3041
H 7.7717 2.1466 -4.6470
H 6.5191 -0.0972 -1.9227
H 8.0715 -0.5568 -2.5962
H 6.7404 -0.1504 -3.6854
H 10.4438 2.8072 -5.3084
H 11.0797 3.8305 -4.3624
C 12.8780 0.8246 -7.7116
C 11.6701 0.7676 -6.8861
C 10.4580 -0.0089 -7.5956
O 9.4410 -0.0841 -6.5675
C 8.1864 -0.3325 -7.0874
N 12.1263 0.1367 -5.6430
H 13.3435 -0.1059 -8.0365
H 13.6994 1.3828 -7.2626
H 12.6901 1.3684 -8.6374
H 11.3252 1.7453 -6.5499
H 10.7459 -0.9401 -8.0836
H 10.0905 0.6559 -8.3774
H 7.6120 0.5762 -7.2672
H 7.6652 -0.8619 -6.2897
H 8.1479 -1.0416 -7.9144
H 11.2777 -0.2073 -5.2169
H 12.5388 -0.7666 -5.8270
C 1.3302 -10.2747 -7.1650
C 0.9551 -8.8753 -6.7645
C 2.1509 -7.8904 -6.9817
O 1.8121 -6.4853 -6.9950
C 2.9145 -5.6526 -7.1539
N -0.0626 -8.4555 -7.6582
H 2.3514 -10.4647 -6.8347
H 1.1659 -10.3746 -8.2379
H 0.7665 -11.0599 -6.6612
H 0.5767 -8.7978 -5.7453
H 2.5863 -8.1578 -7.9445
H 2.7802 -8.2641 -6.1739
H 3.7145 -5.7630 -6.4219
H 2.4884 -4.6585 -7.2894
H 3.4694 -5.6549 -8.0921
H 0.2742 -8.6375 -8.5928
H -0.0533 -7.4504 -7.7572
```

- Lowest unoccupied orbital energy: 0.23 eV

(x)
C56H154N14O14 | ωB97M-V/def2-TZVPD

```
238
Properties=species:S:1:pos:R:3
C 9.9428 -26.2834 -0.3893
C 10.3203 -25.7510 -1.7787
C 11.7508 -25.2058 -1.7880
O 11.7230 -24.0873 -0.9020
C 12.8566 -23.2593 -0.9957
N 10.0479 -26.7427 -2.8174
H 10.3432 -25.6535 0.4073
H 10.2533 -27.3260 -0.2985
H 8.8629 -26.3236 -0.2258
H 9.7557 -24.8409 -2.0044
H 12.1052 -24.8622 -2.7646
H 12.5065 -25.8932 -1.3858
H 12.6988 -22.5032 -0.2238
H 12.9870 -22.8518 -2.0005
H 13.7741 -23.7563 -0.6531
H 10.8343 -27.3922 -2.8225
H 9.2903 -27.3314 -2.4891
C 9.0660 -20.3781 7.6237
C 10.1420 -20.2327 8.6859
C 9.7092 -20.4751 10.1255
O 10.6217 -19.7352 10.9339
C 10.2184 -19.5397 12.2637
N 11.3625 -20.9533 8.2893
H 8.8061 -21.4333 7.4916
H 9.4415 -19.9465 6.6978
H 8.1264 -19.8808 7.8748
H 10.5028 -19.2041 8.5779
H 9.8589 -21.5096 10.4602
H 8.6821 -20.1242 10.2777
H 10.2071 -20.4734 12.8358
H 9.2562 -19.0218 12.3368
H 10.9520 -18.8645 12.7057
H 11.1795 -21.9597 8.2940
H 12.0445 -20.8680 9.0406
C 3.3526 -26.2928 -1.0563
C 2.8883 -27.5125 -0.3085
C 1.6586 -28.2500 -0.8646
O 0.5437 -27.4134 -1.0490
C -0.6469 -28.0975 -1.3768
N 3.8880 -28.5236 -0.0223
H 3.8478 -26.4984 -2.0092
H 4.0509 -25.6849 -0.4805
H 2.4854 -25.6970 -1.3466
H 2.5402 -27.1375 0.6710
H 1.3791 -29.0473 -0.1653
H 1.9377 -28.6504 -1.8501
H -0.9082 -28.7943 -0.5709
H -0.4722 -28.7051 -2.2714
H -1.4140 -27.3419 -1.5074
H 4.5975 -28.1320 0.5985
H 3.5241 -29.2880 0.5366
C 6.9833 -20.4538 14.3901
C 5.7905 -20.2532 13.4623
C 6.2337 -20.4036 12.0291
O 5.1934 -20.1055 11.1166
C 5.6420 -19.9737 9.7878
N 4.6833 -21.1222 13.8212
H 7.3309 -21.4891 14.3052
H 6.7417 -20.3119 15.4412
H 7.7801 -19.7791 14.0779
H 5.5480 -19.1882 13.5486
H 6.6802 -21.3779 11.7771
H 7.0349 -19.6766 11.8175
H 6.4074 -20.7170 9.5399
H 6.1838 -19.0280 9.6425
H 4.7564 -19.9474 9.1602
H 4.9477 -22.0874 13.6241
H 3.9401 -20.9845 13.1393
C 2.0023 -22.5419 12.0308
C 1.0218 -22.8302 10.9023
C 1.3598 -23.9420 9.9318
O 2.5925 -23.7736 9.2401
C 2.5155 -23.0471 8.0372
N -0.3078 -23.1015 11.4947
H 2.9915 -22.3193 11.6099
H 2.1913 -23.3752 12.7092
H 1.6765 -21.6707 12.5969
H 0.8343 -21.9557 10.2721
H 0.5900 -24.0649 9.1655
H 1.4217 -24.9195 10.4213
H 1.7355 -23.3408 7.3276
H 3.4441 -23.1173 7.4666
H 2.3925 -21.9779 8.2414
H -0.6502 -22.4181 12.1515
H -0.2729 -23.9912 11.9805
C -1.0266 -21.9125 4.9823
C -0.2445 -22.7793 4.0149
C 1.1813 -22.3045 3.7933
O 1.2408 -20.9670 3.3277
C 2.5865 -20.6284 3.0395
N -0.1716 -24.1383 4.5317
H -1.0641 -20.9126 4.5475
H -0.5027 -21.9122 5.9387
H -2.0475 -22.2728 5.1021
H -0.7523 -22.7514 3.0387
H 1.8208 -23.0368 3.2823
H 1.6778 -22.2441 4.7803
H 3.2119 -20.5067 3.9278
H 2.5806 -19.6573 2.5482
H 3.0023 -21.3857 2.3706
H -1.0468 -24.6118 4.7111
H 0.3354 -24.7768 3.9267
C 7.1081 -27.0326 5.1884
C 7.5480 -27.1921 3.7297
C 6.3222 -27.6225 2.9309
O 6.4917 -27.6849 1.5165
C 7.2726 -28.7815 1.0919
N 8.1153 -25.8864 3.3358
H 6.7032 -27.9687 5.5847
H 6.3646 -26.2536 5.3519
H 8.0062 -26.8402 5.7780
H 8.3027 -27.9832 3.6971
H 5.4966 -26.9344 3.1228
H 5.9979 -28.6109 3.2816
H 6.6957 -29.7098 1.1248
H 8.1810 -28.9779 1.6732
H 7.6637 -28.5540 0.1025
H 8.1710 -25.8258 2.3225
H 7.3794 -25.2329 3.6277
C 5.9306 -21.6838 6.0882
C 6.2882 -22.9696 5.3741
C 5.9626 -22.8824 3.8827
O 6.0715 -24.0181 3.0294
C 5.5444 -23.6984 1.7699
N 7.6857 -23.2702 5.6837
H 4.8761 -21.4264 6.0016
H 6.5065 -20.8630 5.6465
H 6.1888 -21.6748 7.1465
H 5.6640 -23.7204 5.8925
H 6.5507 -22.0574 3.4581
H 4.9628 -22.4211 3.8946
H 5.8098 -22.7218 1.3536
H 4.4463 -23.7509 1.7953
H 5.8401 -24.5179 1.1069
H 7.9461 -24.1379 5.2384
H 7.8184 -23.3865 6.6866
C 4.8051 -17.5372 2.4017
C 5.8515 -18.6390 2.4254
C 6.2896 -18.9615 0.9952
O 5.2376 -19.5834 0.2753
C 5.6255 -19.8859 -1.0373
N 6.9115 -18.1725 3.3081
H 5.1438 -16.6226 1.9124
H 4.4538 -17.2839 3.4047
H 3.8783 -17.8408 1.9087
H 5.4493 -19.5589 2.8588
H 7.1343 -19.6611 1.0033
H 6.6417 -18.0546 0.4862
H 6.3891 -20.6767 -1.0777
H 6.0375 -18.9896 -1.5099
H 4.8084 -20.3324 -1.6025
H 7.7697 -18.7047 3.3910
H 7.2447 -17.2527 3.0351
C 10.1168 -19.6864 2.9392
C 9.3819 -21.0068 3.1851
C 9.5241 -21.9440 1.9864
O 8.9968 -21.3390 0.8299
C 9.2484 -22.1707 -0.3182
N 9.9523 -21.5930 4.4007
H 9.4651 -19.0862 2.2992
H 11.0731 -19.8906 2.4584
H 10.3149 -19.1449 3.8645
H 8.3119 -20.7864 3.3003
H 9.0537 -22.8958 2.2703
H 10.5921 -22.1659 1.8697
H 9.5933 -23.1647 -0.0440
H 10.0787 -21.6835 -0.8369
H 8.3430 -22.1340 -0.9201
H 9.4254 -21.2273 5.1850
H 9.7098 -22.5811 4.4226
C 2.0580 -25.2532 0.7958
C 0.5840 -25.4654 1.1633
C -0.2161 -25.6229 -0.1329
O -1.5951 -25.6493 0.1716
C -2.3840 -26.1643 -0.8699
N 0.4969 -26.6197 2.0617
H 2.7132 -25.1558 1.6566
H 2.1173 -24.3305 0.2093
H 2.4015 -26.0280 0.1055
H 0.2655 -24.5945 1.7387
H 0.0464 -26.6163 -0.5297
H 0.0313 -24.9128 -0.9286
H -3.4098 -26.2526 -0.5144
H -2.0880 -27.1819 -1.1497
H -2.3789 -25.5330 -1.7623
H -0.4552 -26.6947 2.4079
H 0.6670 -27.4678 1.5284
C 4.0031 -18.9340 6.0532
C 4.8823 -17.7862 6.4716
C 4.3800 -16.8676 7.5559
O 3.2027 -16.1759 7.1937
C 3.3321 -15.2475 6.1398
N 6.2572 -18.2603 6.6817
H 4.4476 -19.4305 5.1951
H 2.9727 -18.6192 5.8797
H 3.9464 -19.6510 6.8810
H 4.9546 -17.1837 5.5497
H 5.1501 -16.1349 7.8258
H 4.1398 -17.4841 8.4266
H 2.4546 -14.6045 6.1415
H 3.4572 -15.7927 5.2032
H 4.1707 -14.5469 6.2441
H 6.8060 -17.4962 7.0566
H 6.6545 -18.5825 5.8087
C 12.4885 -28.4600 7.1804
C 12.6716 -26.9452 7.3998
C 11.3403 -26.1901 7.5051
O 11.4808 -24.7934 7.3278
C 11.4017 -24.4571 5.9491
N 13.4863 -26.8072 8.6018
H 12.1190 -28.5558 6.1479
H 11.6623 -28.9508 7.7044
H 13.3807 -29.0692 7.2754
H 13.1828 -26.5358 6.5267
H 10.8442 -26.3583 8.4649
H 10.6510 -26.6234 6.7652
H 12.0953 -25.0150 5.3145
H 11.5361 -23.3833 5.8236
H 10.3892 -24.6744 5.5854
H 12.9523 -27.0288 9.4351
H 13.7211 -25.8175 8.6832
C 5.6776 -26.1759 8.7951
C 5.9026 -25.0956 9.8551
C 6.4129 -23.7729 9.3054
O 7.5755 -23.8968 8.5293
C 8.7354 -24.1745 9.2868
N 4.7328 -24.9500 10.7083
H 5.0539 -25.8250 7.9638
H 5.3914 -27.1687 9.1354
H 6.6172 -26.3599 8.2507
H 6.6756 -25.5465 10.4951
H 6.5881 -23.0944 10.1497
H 5.5636 -23.3131 8.7889
H 8.7313 -25.1859 9.6970
H 8.7738 -23.4885 10.1442
H 9.6428 -23.9412 8.7324
H 3.9759 -24.5933 10.0980
H 4.3637 -25.8552 10.9776
```

- Lowest unoccupied orbital energy: 0.49 eV

Which of them is most stable? Easy: (w).

(w)
C2H2F2O2P | ωB97M-V/def2-TZVPD

```
9
Properties=species:S:1:pos:R:3
C 1.0381 -1.1394 0.0199
C 0.2660 0.7435 0.0305
O 0.1905 -1.8907 0.3607
O 2.1431 -1.0383 -0.4254
F 0.4395 1.5755 -1.0766
F 0.9529 1.4333 1.0294
P -1.5959 0.6111 0.3519
H -1.5389 -0.7229 0.8437
H -1.8953 0.4280 -1.1342
```

- Lowest unoccupied orbital energy: 4.28 eV
- Net charge: -1

(x)
C2H2F2O2P | ωB97M-V/def2-TZVPD

```
9
Properties=species:S:1:pos:R:3
C 2.3504 -1.6002 0.3143
C -1.9950 -1.0392 -0.2266
O 2.8229 -0.7626 0.8890
O 1.9056 -2.4262 -0.3783
F -1.4758 -2.2946 -0.6176
F -2.0583 -1.3054 1.2178
P -0.5362 0.0920 -0.6547
H 0.1202 0.5284 0.4914
H -1.1400 1.3716 -0.6945
```

- Lowest unoccupied orbital energy: 3.25 eV
- Net charge: -1

Which of them is most stable? Easy: (w).